[1]
{
  "formula": "C20H39Cl2O8PS2",
  "method": "the ωB97M-V functional and the def2-TZVPD basis",
  "homo_ev": -8.54,
  "total_charge": 0,
  "fmax_ev_per_a": 0.52,
  "orbital_gap_ev": 8.82,
  "species": ["C", "O", "C", "C", "C", "C", "C", "C", "C", "C", "C", "P", "O", "O", "O", "C", "C", "C", "Cl", "C", "C", "Cl", "O", "C", "O", "H", "H", "H", "H", "H", "H", "H", "H", "H", "H", "H", "H", "H", "H", "H", "H", "H", "H", "H", "H", "H", "H", "H", "H", "H", "H", "H", "C", "S", "O", "C", "H", "H", "H", "H", "H", "H", "C", "S", "O", "C", "H", "H", "H", "H", "H", "H"],
  "positions_angstrom": [[-0.60458, -3.30114, 1.68563], [0.32204, -4.35289, 1.59328], [0.59165, -4.75714, 0.25570], [1.99097, -4.32621, -0.19277], [2.06103, -4.03036, -1.69327], [1.45241, -2.68051, -2.06594], [2.31064, -1.48972, -1.64177], [1.76822, -0.15927, -2.17548], [2.05808, 1.09255, -1.33949], [1.84088, 0.99210, 0.17645], [0.54353, 0.20282, 0.51952], [-1.01745, 1.08831, 0.55849], [-1.29526, 1.93450, -0.60283], [-2.10880, -0.08798, 0.69988], [-1.01825, 1.83609, 1.96933], [3.03392, 0.42758, 0.98464], [3.30744, 1.48262, 2.08361], [3.64991, 0.96419, 3.45246], [5.35309, 1.07869, 3.79716], [2.86635, 0.41155, 4.36406], [3.28996, -0.10567, 5.70219], [1.17695, 0.20915, 4.02026], [2.15688, 2.35132, 2.08565], [1.75113, 2.40656, 0.77164], [1.42454, 3.42016, 0.24328], [-0.31457, -2.46788, 1.02558], [-0.60875, -2.95158, 2.71787], [-1.61739, -3.62138, 1.41244], [-0.16716, -4.34118, -0.41669], [0.50181, -5.84512, 0.22914], [2.70535, -5.11062, 0.06512], [2.27654, -3.45088, 0.39779], [3.10411, -4.04182, -2.02213], [1.55315, -4.83332, -2.23614], [0.45942, -2.58228, -1.60699], [1.29421, -2.63053, -3.14775], [2.38021, -1.47608, -0.55199], [3.32975, -1.65606, -2.00670], [2.20505, 0.01301, -3.16213], [0.68961, -0.23900, -2.34493], [3.08311, 1.42940, -1.52214], [1.40953, 1.89344, -1.70107], [0.67835, -0.33499, 1.45909], [0.34537, -0.54430, -0.25200], [-1.82693, -0.74229, 1.35364], [-1.62673, 2.58704, 1.96029], [3.93006, 0.32989, 0.37017], [2.84166, -0.56100, 1.40083], [4.15122, 2.09527, 1.76186], [3.61559, -1.14475, 5.60935], [4.11693, 0.47762, 6.10121], [2.44938, -0.08554, 6.39176], [-4.58354, -1.10401, -1.00027], [-5.67504, -1.05886, 0.42270], [-5.87322, -2.46757, 0.85597], [-7.14627, -0.58801, -0.49759], [-3.61113, -1.43903, -0.65447], [-4.98189, -1.79502, -1.74322], [-4.48645, -0.10043, -1.41513], [-7.33877, -1.33319, -1.26879], [-6.99767, 0.39839, -0.93671], [-7.97571, -0.55772, 0.20584], [-1.35951, 4.50104, -2.37096], [-1.86374, 5.08441, -3.98770], [-0.64575, 5.59236, -4.67367], [-2.75904, 6.53109, -3.40424], [-0.74180, 3.61765, -2.50596], [-0.78486, 5.27921, -1.86835], [-2.23842, 4.22333, -1.79094], [-2.07834, 7.16441, -2.83565], [-3.60085, 6.21334, -2.78896], [-3.12214, 7.06627, -4.27907]],
  "forces_ev_per_a": [[0.1, 0.1, -0.1], [0.0, -0.1, 0.1], [0.0, 0.1, 0.1], [0.0, -0.1, 0.0], [0.0, 0.0, 0.1], [0.0, 0.0, -0.1], [0.1, -0.1, 0.0], [0.1, 0.0, 0.0], [0.0, 0.1, -0.2], [0.0, -0.1, 0.0], [0.0, 0.1, 0.1], [0.0, 0.0, -0.3], [-0.2, 0.0, 0.0], [0.4, 0.1, 0.1], [0.0, -0.1, -0.1], [0.2, -0.2, -0.1], [-0.2, 0.1, 0.0], [0.1, 0.1, -0.2], [0.1, 0.0, 0.0], [-0.1, -0.1, 0.2], [-0.1, -0.1, -0.1], [-0.1, 0.0, 0.0], [0.4, 0.1, -0.3], [0.0, -0.1, 0.4], [-0.2, -0.1, 0.1], [0.0, 0.0, 0.1], [0.0, 0.0, 0.0], [0.0, 0.0, 0.0], [0.0, 0.0, 0.0], [0.0, 0.0, -0.1], [0.0, 0.0, 0.0], [0.0, 0.0, -0.1], [0.0, -0.1, 0.0], [0.0, 0.0, 0.0], [0.0, 0.0, -0.1], [0.0, 0.0, 0.0], [0.0, 0.0, 0.0], [0.0, 0.1, 0.1], [-0.2, 0.0, 0.0], [0.0, 0.0, 0.1], [0.0, 0.0, 0.1], [0.0, 0.0, 0.0], [-0.1, 0.1, 0.0], [0.2, 0.0, 0.0], [-0.2, 0.0, 0.1], [0.1, 0.1, 0.1], [-0.1, 0.0, -0.1], [-0.1, 0.1, 0.1], [0.0, 0.0, 0.1], [0.0, 0.0, 0.0], [0.0, 0.0, 0.0], [0.0, 0.1, 0.0], [0.0, 0.0, -0.1], [0.0, 0.0, 0.0], [0.0, 0.0, 0.0], [-0.1, 0.0, 0.0], [0.0, 0.0, 0.0], [0.0, 0.0, 0.0], [0.0, 0.0, 0.0], [0.0, 0.0, 0.0], [0.0, 0.0, 0.0], [0.0, 0.0, 0.0], [0.0, 0.0, 0.0], [0.0, 0.0, 0.0], [0.0, 0.0, 0.0], [0.0, 0.0, 0.0], [0.0, 0.0, 0.0], [0.0, 0.0, 0.0], [0.0, 0.0, 0.0], [0.0, 0.0, 0.0], [0.0, 0.0, 0.0], [0.0, 0.0, 0.0]],
  "mulliken_charge": [-0.396, -0.440, -0.744, -0.149, -1.099, -0.389, 0.673, -1.220, -1.145, 2.925, -0.513, 0.335, -0.521, -0.338, -0.489, -1.213, 0.090, -0.633, -0.222, 0.811, -1.377, -0.140, -0.319, -0.732, -0.553, -0.110, 0.358, 0.442, 0.367, 0.369, 0.365, 0.023, 0.429, 0.366, 0.004, 0.438, -0.739, 0.618, 0.550, 0.439, 0.607, 0.036, 0.586, -0.404, 0.267, 0.339, 0.356, 0.351, 0.639, 0.282, 0.414, 0.394, -0.742, 0.580, -0.658, -0.941, 0.042, 0.429, 0.327, 0.301, 0.338, 0.325, -0.611, 0.491, -0.629, -0.929, 0.038, 0.363, 0.327, 0.295, 0.330, 0.334]
}

[2]
{
  "formula": "C20H39ClFN3O5P2S",
  "method": "the ωB97M-V functional and the def2-TZVPD basis",
  "homo_ev": -8.60,
  "total_charge": 0,
  "fmax_ev_per_a": 10.97,
  "orbital_gap_ev": 8.18,
  "species": ["C", "C", "C", "O", "C", "C", "C", "C", "C", "C", "C", "C", "Cl", "O", "C", "C", "C", "C", "C", "C", "F", "P", "N", "C", "C", "C", "N", "P", "N", "O", "S", "O", "O", "H", "H", "H", "H", "H", "H", "H", "H", "H", "H", "H", "H", "H", "H", "H", "H", "H", "H", "H", "H", "H", "H", "H", "H", "H", "H", "H", "H", "H", "H", "H", "H", "H", "H", "H", "H", "H", "H", "H"],
  "positions_angstrom": [[-0.61524, 0.37279, 3.77486], [-0.39981, 0.30366, 2.36582], [-0.25308, -0.15154, 0.80525], [-0.88187, -1.40017, 0.40996], [-1.60899, -2.12362, 1.42934], [-3.14393, -1.53478, 1.74575], [-3.49425, -2.03824, 3.29533], [-4.16734, -2.25075, 0.68454], [-5.40818, -1.31146, 0.16969], [-5.17132, -0.89045, -1.41920], [-5.77714, -0.04686, 1.14533], [1.37801, -0.32315, 0.45003], [2.09702, -0.99568, 2.05621], [1.39430, -1.35394, -0.59519], [2.14913, -2.55083, -0.28347], [2.16155, -3.44276, -1.70516], [2.07499, 1.10754, -0.02637], [3.65519, 0.74773, -0.39648], [4.71382, 0.90332, 0.83315], [5.68909, 2.25709, 0.69951], [6.73013, 1.86108, -0.32198], [2.04980, 2.51852, 1.24196], [2.20461, 2.14602, 2.79721], [1.31330, 1.76957, -1.36489], [1.57242, 0.95753, -2.76132], [0.20857, 0.45302, -3.54266], [-0.11585, -1.03344, -3.28258], [2.16592, 3.50401, -1.71172], [1.24249, 4.73940, -1.13416], [-0.06388, 2.18569, -1.12610], [-1.03533, 1.18332, -0.23761], [-1.87721, 2.07960, 0.75407], [-2.12158, 0.56671, -1.20382], [-0.87343, 0.33169, 4.93799], [-1.83806, -3.20115, 0.96013], [-1.01418, -2.38065, 2.42088], [-3.05211, -0.37235, 1.64627], [-3.31484, -1.12408, 4.00664], [-4.62015, -2.41587, 3.32632], [-2.78981, -2.95669, 3.54972], [-3.53579, -2.54914, -0.27833], [-4.50548, -3.27132, 1.17280], [-6.37289, -2.01458, 0.15976], [-4.60151, -1.73960, -1.99938], [-6.26613, -0.85163, -1.89308], [-4.71162, 0.18067, -1.55383], [-4.88337, 0.73869, 1.23565], [-6.11217, -0.46934, 2.18767], [-6.64658, 0.55572, 0.59350], [3.30971, -2.38575, -0.06758], [1.64531, -3.29403, 0.49296], [1.07603, -3.37041, -2.14054], [2.34026, -4.56070, -1.37589], [3.00652, -3.08002, -2.43813], [4.08280, 1.42406, -1.28313], [3.78308, -0.36401, -0.81383], [4.27645, 0.80599, 1.91113], [5.48783, -0.00160, 0.72790], [6.27787, 2.47709, 1.68850], [5.13568, 3.17672, 0.23627], [0.75147, 3.19850, 1.12597], [3.11928, 3.49719, 0.98901], [3.03270, 2.65114, 3.18310], [2.24273, -0.01713, -2.65368], [2.15888, 1.62280, -3.56200], [0.47777, 0.48468, -4.70603], [-0.71719, 1.15497, -3.41830], [0.78822, -1.55277, -3.32066], [-0.53656, -1.16417, -2.33768], [2.27237, 3.75964, -3.14907], [3.50342, 3.52412, -1.16707], [0.95814, 5.34437, -1.93931]],
  "forces_ev_per_a": [[1.0, -1.1, -10.1], [-2.2, -0.3, 9.5], [1.7, -1.5, 2.3], [0.6, 1.9, 1.8], [-2.2, -2.2, 1.0], [1.2, -1.0, 0.3], [-0.1, 0.3, -1.0], [0.9, 0.3, -0.3], [-0.5, -0.8, -0.4], [-1.6, 0.0, 0.2], [0.1, 0.2, -1.1], [-1.2, -0.3, 0.1], [-0.2, 0.8, -1.8], [1.6, 1.3, 2.3], [1.2, -2.9, -2.0], [-0.5, 0.1, 1.2], [0.7, -1.0, -1.6], [0.9, -0.2, -0.6], [1.7, -0.2, 0.1], [0.1, -1.6, -0.7], [-1.9, 1.0, 1.8], [-0.4, 0.7, 3.6], [1.0, 0.6, -0.9], [2.4, -0.8, -0.6], [-0.2, -0.7, -1.4], [0.5, -0.6, -1.4], [0.5, 1.7, 0.4], [-2.5, 3.7, 0.0], [1.5, -1.5, -1.3], [0.9, -2.1, 1.0], [-10.6, 2.6, -0.5], [4.5, -2.9, -3.2], [5.3, 1.4, 2.8], [0.9, 0.4, -3.3], [0.8, 2.4, 0.7], [-0.9, 1.2, -2.1], [-0.5, -2.2, 0.2], [-0.4, -2.0, -1.1], [2.4, 1.0, 0.1], [-1.5, 2.0, -0.3], [-1.3, 0.7, 2.0], [0.5, 2.1, -0.9], [2.0, 1.5, 0.1], [-0.9, 1.9, 1.2], [2.4, 0.0, 0.9], [-0.6, -2.3, 0.3], [-1.9, -1.9, -0.1], [0.6, 1.1, -2.0], [1.7, -1.4, 1.5], [-2.7, 0.0, 0.0], [1.0, 2.2, -1.3], [2.2, -0.2, 0.5], [-0.2, 2.3, -0.9], [-1.9, -0.7, 1.4], [-1.2, -1.4, 1.9], [-0.8, 2.5, 1.0], [0.5, 0.4, -2.2], [-1.6, 2.1, 0.2], [-1.3, -0.3, -2.0], [1.2, -1.7, 1.0], [1.2, -0.7, -0.8], [-1.2, -0.9, -0.9], [-0.8, -0.7, -0.4], [-1.5, 2.2, 0.3], [-1.3, -1.2, 2.0], [-0.5, 0.1, 2.5], [1.8, -1.5, 0.1], [-1.1, 0.6, 0.2], [0.5, 0.2, -1.0], [0.4, -1.0, 1.1], [-0.7, -0.6, -0.6], [0.3, -0.8, 1.0]],
  "mulliken_charge": [-1.496, -0.096, 0.702, 0.235, -1.518, 1.557, -1.211, -0.903, 0.431, -1.054, -1.002, -0.438, -0.151, 0.562, -0.293, -0.942, -0.545, -0.239, -0.746, -0.089, -0.356, 0.309, -0.720, 0.340, -0.289, -0.618, -0.571, 0.179, -0.714, -0.080, 1.201, -0.681, -0.556, 0.348, 0.377, 0.311, -0.211, 0.216, 0.352, 0.286, 0.103, 0.348, 0.269, 0.309, 0.360, 0.128, 0.176, 0.252, 0.346, 0.244, 0.268, 0.227, 0.363, 0.236, 0.382, 0.057, 0.377, 0.346, 0.267, 0.142, 0.152, 0.225, 0.255, 0.036, 0.608, 0.355, 0.223, 0.262, 0.300, 0.177, 0.073, 0.247]
}

[3]
{
  "formula": "C20H40Cl2F12N3O10",
  "method": "the ωB97M-V functional and the def2-TZVPD basis",
  "de_lowest_ev": 3.910,
  "homo_ev": -10.56,
  "total_charge": 1,
  "fmax_ev_per_a": 5.24,
  "orbital_gap_ev": 6.78,
  "species": ["N", "H", "H", "H", "H", "N", "H", "H", "H", "H", "N", "H", "H", "H", "H", "O", "C", "C", "O", "H", "H", "H", "H", "C", "C", "O", "C", "O", "C", "F", "F", "F", "H", "H", "H", "H", "H", "C", "C", "O", "C", "O", "C", "F", "F", "F", "H", "H", "H", "H", "H", "C", "C", "O", "C", "O", "C", "F", "F", "F", "H", "H", "H", "H", "H", "C", "C", "O", "C", "O", "C", "F", "F", "F", "H", "H", "H", "H", "H", "Cl", "C", "C", "Cl", "H", "H", "H", "H"],
  "positions_angstrom": [[-0.66158, -4.56402, -1.05649], [0.04791, -4.84788, -0.39607], [-1.64106, -4.76562, -0.91484], [-0.40084, -4.80454, -2.00215], [-0.58391, -3.55727, -1.03353], [-3.19016, -1.42890, -1.93583], [-2.24151, -1.77543, -1.92688], [-3.19314, -0.85596, -1.10407], [-3.97398, -2.06491, -1.90088], [-3.21648, -0.87464, -2.77975], [-4.43802, -1.12566, 1.98846], [-3.64390, -0.75153, 1.48896], [-4.81032, -1.93859, 1.51872], [-5.07470, -0.34421, 2.05227], [-4.09409, -1.54715, 2.83944], [-2.48979, 0.09981, 0.55357], [-1.18420, -0.21673, 0.87497], [-0.13564, -0.77086, -0.23511], [-0.48370, -1.83813, -1.14056], [-1.31676, -0.97842, 1.64332], [-0.76708, 0.52549, 1.55557], [0.78360, -0.93147, 0.32818], [0.11967, 0.07145, -0.87809], [1.35520, -2.14402, 3.38062], [1.05878, -3.20085, 2.38943], [2.33950, -3.32557, 1.79549], [2.58370, -4.09605, 0.79181], [1.71764, -4.79876, 0.28971], [4.07494, -4.12933, 0.45574], [4.84210, -3.81094, 1.51867], [4.38901, -5.39208, -0.11460], [4.21875, -3.13656, -0.39629], [1.63107, -1.26144, 2.80353], [2.15767, -2.27993, 4.10566], [0.43011, -1.90864, 3.90684], [0.29651, -2.84339, 1.69715], [0.60139, -4.07348, 2.85570], [-3.09505, 2.96711, 2.46275], [-2.45780, 4.15299, 3.03993], [-2.03428, 3.80327, 4.41348], [-2.55742, 4.41966, 5.49632], [-3.37151, 5.33231, 5.49715], [-2.05041, 3.78819, 6.82633], [-3.07295, 4.00157, 7.75343], [-1.73799, 2.49117, 6.76474], [-0.94766, 4.43600, 7.17685], [-3.31585, 3.17650, 1.41609], [-4.08768, 2.80088, 2.88125], [-2.54808, 2.02464, 2.43678], [-3.08706, 5.03946, 2.96049], [-1.57727, 4.46539, 2.47852], [4.10671, -1.87746, -3.28642], [2.81822, -2.59468, -3.08433], [2.10272, -2.83496, -4.24874], [1.07353, -3.78844, -4.27603], [0.99152, -4.80949, -3.55086], [-0.01238, -3.46760, -5.24756], [0.08062, -2.28629, -5.87875], [-0.08938, -4.44232, -6.16573], [-1.19624, -3.45857, -4.56188], [4.54301, -1.57076, -2.33580], [3.92853, -1.00405, -3.91373], [4.88098, -2.53828, -3.67620], [2.19741, -1.93491, -2.47820], [3.05661, -3.45757, -2.46248], [2.05989, 3.02446, 0.89887], [0.65966, 3.69762, 0.88518], [0.63830, 4.68708, -0.15734], [-0.36111, 5.59665, -0.41295], [-1.32769, 5.80530, 0.32389], [-0.05106, 6.49828, -1.60865], [0.98945, 7.27474, -1.39217], [0.27132, 5.69689, -2.61898], [-1.12112, 7.21891, -1.99365], [1.94613, 2.14131, 1.52752], [2.81862, 3.75099, 1.18968], [2.33309, 2.72913, -0.11417], [0.41509, 4.28187, 1.77227], [-0.17661, 3.09925, 0.52366], [0.39833, 1.74992, -4.98109], [1.19933, 0.52160, -3.98765], [2.03445, 1.12889, -2.91820], [3.50054, 1.99661, -3.66058], [1.76357, -0.09139, -4.69049], [0.41043, -0.08999, -3.54984], [2.50449, 0.39688, -2.26146], [1.44764, 1.73727, -2.22999]],
  "forces_ev_per_a": [[-0.6, -0.3, -0.9], [0.3, -0.9, 0.7], [0.1, -0.6, 0.5], [0.4, -0.6, -0.5], [0.2, 3.0, 0.2], [-0.9, 0.4, -0.9], [2.0, -1.2, 0.7], [0.4, 1.5, 1.5], [0.2, -0.5, -0.3], [-0.5, 0.5, -0.2], [-0.9, -1.6, 0.8], [3.0, 1.5, -2.1], [-0.6, 0.2, -0.6], [-0.5, -0.1, 0.6], [-0.1, 0.7, 0.9], [-1.5, -0.5, -1.2], [-0.3, -1.8, 0.0], [-1.4, 0.6, -0.5], [-0.8, 0.0, 1.2], [0.7, -1.4, 0.4], [0.9, 0.9, -0.6], [0.3, -0.6, 0.3], [-0.1, 0.6, -0.1], [-0.9, 1.7, 0.7], [-0.7, 0.4, 0.5], [1.2, 0.0, -0.2], [-2.3, -2.3, 0.7], [1.2, 0.5, -0.4], [0.2, -1.4, 0.1], [-0.4, -1.3, -1.0], [-0.2, 3.1, 1.4], [0.8, 0.1, -1.3], [0.0, 0.2, 0.1], [-0.1, -0.7, -0.2], [0.1, 0.2, 0.2], [0.3, 0.1, -0.5], [0.9, -0.7, -0.2], [-1.3, -0.9, -1.3], [0.9, 0.9, 0.6], [-0.2, 0.7, 0.7], [-1.8, 1.0, -1.4], [1.9, -1.8, 0.0], [-1.3, 0.7, 0.2], [2.0, -0.7, -1.1], [-0.6, 0.3, 0.1], [0.0, 0.2, 0.6], [0.1, 0.1, -0.2], [0.0, -0.1, 0.4], [0.3, 0.2, 0.3], [-0.3, -0.2, 0.8], [0.2, -0.4, 0.4], [0.7, 0.1, -0.8], [0.6, 0.2, 3.0], [-3.2, -2.4, -2.0], [3.4, -1.2, 3.8], [0.2, 3.7, -2.3], [-1.6, 0.3, -1.6], [0.2, -0.8, 0.6], [0.0, 0.4, 0.3], [0.6, 0.0, -0.2], [-0.5, 0.2, 0.1], [0.5, 0.0, -0.1], [-0.1, 0.1, -0.6], [-0.4, -0.1, 0.2], [-0.6, -0.5, -0.5], [-1.5, 0.7, -0.5], [-0.4, 0.9, -0.7], [-0.1, 2.5, -2.6], [-0.8, -0.7, 4.2], [2.0, -0.8, -1.8], [-0.4, -0.8, -0.9], [0.1, 0.7, 0.4], [0.1, -0.4, -0.8], [0.7, -0.3, 0.7], [0.5, 0.1, 0.2], [-0.1, -0.3, 0.5], [-0.2, -0.2, 0.0], [0.1, -0.7, 0.5], [0.1, -0.9, 1.0], [-0.3, 0.3, -0.1], [-0.2, -0.5, -0.4], [1.4, 0.2, 0.3], [-1.2, -0.3, 0.7], [0.1, 0.0, 0.2], [0.1, -0.1, 0.2], [-0.1, -0.3, -0.3], [0.2, 0.6, -0.5]],
  "mulliken_charge": [-0.041, 0.580, 0.417, 0.317, -0.039, -0.154, 0.072, 0.188, 0.407, 0.408, -0.308, 0.090, 0.370, 0.357, 0.393, -1.218, -0.070, -0.612, -0.669, 0.055, 0.289, 0.219, 0.072, -1.288, 0.226, -0.185, 0.425, -0.743, 0.898, -0.221, -0.244, -0.205, 0.205, 0.372, 0.426, -0.171, 0.414, -1.121, 0.146, -0.262, 0.316, -0.527, 0.866, -0.239, -0.224, -0.231, 0.424, 0.395, 0.167, 0.347, -0.096, -1.539, 0.613, -0.317, 0.336, -0.686, 0.932, -0.223, -0.244, -0.252, 0.350, 0.306, 0.450, -0.307, 0.543, -0.961, -0.046, -0.276, 0.295, -0.511, 0.860, -0.236, -0.240, -0.228, 0.262, 0.370, 0.175, 0.327, 0.243, -0.186, 0.226, -0.254, -0.199, 0.237, -0.216, 0.100, 0.303]
}